1.
Here is a structure of composition C30H53Cl2N4O7P2SeSi2Ti from the Open Molecules 2025 dataset. Energies are from ωB97M-V/def2-TZVPD.

Last column: Mulliken charge in e.
Element x y z (Å)
Ti (-1.837, -0.454, 1.045)  0.22
C (-0.299, -1.706, -1.675)  0.27
Si (0.445, -2.427, -0.114)  -0.35
C (2.214, -1.825, 0.109)  -0.34
C (0.555, -4.275, -0.507)  -1.40
N (-0.547, -2.003, 1.261)  1.69
C (-0.910, -2.888, 2.265)  -0.38
C (-0.252, -4.111, 2.495)  -1.01
C (-0.652, -5.011, 3.465)  -0.97
C (-1.739, -4.724, 4.274)  -1.04
C (-2.381, -3.507, 4.101)  -0.23
C (-1.979, -2.588, 3.142)  1.02
N (-2.641, -1.295, 3.004)  1.06
Si (-3.256, -0.505, 4.498)  0.35
C (-3.696, 1.288, 4.255)  -1.07
C (-4.904, -1.297, 4.965)  -1.34
C (-1.958, -0.670, 5.830)  -0.97
H (0.411, -1.852, -2.496)  0.55
H (-0.536, -0.646, -1.608)  -1.21
H (-1.226, -2.232, -1.915)  0.35
H (2.684, -1.613, -0.856)  0.14
H (2.817, -2.584, 0.617)  0.51
H (2.227, -0.915, 0.708)  -0.29
H (0.797, -4.360, -1.571)  0.43
H (-0.394, -4.787, -0.339)  0.36
H (1.332, -4.803, 0.048)  0.39
H (0.620, -4.344, 1.903)  0.36
H (-0.101, -5.936, 3.590)  0.40
H (-2.079, -5.419, 5.030)  0.39
H (-3.217, -3.269, 4.740)  0.25
H (-4.297, 1.415, 3.352)  0.18
H (-2.833, 1.944, 4.190)  0.26
H (-4.311, 1.580, 5.113)  0.42
H (-5.704, -0.718, 4.498)  0.34
H (-5.054, -1.270, 6.049)  0.43
H (-5.030, -2.324, 4.626)  0.40
H (-1.006, -0.278, 5.463)  0.09
H (-1.792, -1.699, 6.149)  0.34
H (-2.258, -0.080, 6.700)  0.41
C (-6.233, 0.357, -1.115)  -1.86
C (-4.801, -0.169, -1.117)  1.16
O (-4.477, -0.768, -2.387)  -0.68
P (-4.595, -1.500, 0.135)  0.57
O (-5.335, -2.752, -0.550)  -0.60
O (-5.230, -1.176, 1.435)  -0.87
O (-3.097, -1.816, 0.203)  -0.32
P (-3.598, 1.191, -0.848)  0.83
O (-4.110, 1.663, 0.609)  -0.59
O (-3.724, 2.218, -1.903)  -0.79
O (-2.208, 0.575, -0.633)  0.00
H (-6.903, -0.429, -1.468)  0.40
H (-6.312, 1.223, -1.775)  0.40
H (-6.526, 0.647, -0.107)  0.32
H (-4.272, -0.046, -2.997)  0.43
H (-4.944, -2.932, -1.416)  0.34
H (-3.529, -1.439, 2.490)  -0.07
H (-3.536, 2.348, 0.986)  0.29
Cl (1.185, -0.484, 3.513)  0.13
C (1.631, 1.043, 4.083)  -0.86
Cl (-1.322, 1.602, 2.141)  -0.84
H (2.239, 1.646, 3.428)  0.38
H (1.001, 1.487, 4.837)  0.35
C (1.313, 3.210, -5.834)  -1.18
C (1.322, 3.600, -4.359)  -0.30
C (0.355, 2.796, -3.495)  -0.66
C (0.681, 1.312, -3.376)  -0.33
N (1.996, 1.064, -2.788)  1.53
C (2.288, 1.268, -1.469)  -1.47
Se (1.093, 1.759, -0.187)  -0.11
N (3.602, 0.924, -1.301)  1.62
C (4.346, 1.034, -0.059)  -1.33
C (5.285, 2.235, -0.054)  -0.71
C (4.557, 3.570, -0.152)  0.38
C (5.510, 4.753, -0.035)  -1.52
C (4.129, 0.476, -2.497)  0.51
C (5.384, -0.009, -2.822)  -1.02
C (5.589, -0.422, -4.133)  -0.81
C (4.567, -0.355, -5.077)  -0.80
C (3.307, 0.130, -4.748)  -1.04
C (3.103, 0.553, -3.444)  0.84
H (1.884, 3.920, -6.435)  0.41
H (0.292, 3.189, -6.222)  0.30
H (1.752, 2.226, -5.999)  0.17
H (1.061, 4.657, -4.269)  0.49
H (2.336, 3.506, -3.956)  0.00
H (-0.661, 2.876, -3.892)  0.63
H (0.322, 3.210, -2.486)  0.18
H (0.679, 0.826, -4.352)  0.73
H (-0.065, 0.821, -2.750)  -1.02
H (4.894, 0.101, 0.087)  0.48
H (3.604, 1.118, 0.734)  0.23
H (6.001, 2.148, -0.880)  0.34
H (5.871, 2.199, 0.870)  0.48
H (3.787, 3.620, 0.621)  0.21
H (4.021, 3.623, -1.104)  -0.08
H (6.037, 4.738, 0.922)  0.35
H (4.977, 5.701, -0.107)  0.40
H (6.263, 4.731, -0.827)  0.34
H (6.172, -0.071, -2.083)  0.46
H (6.557, -0.808, -4.422)  0.39
H (4.754, -0.693, -6.087)  0.41
H (2.516, 0.161, -5.484)  0.42

Results
⟨S²⟩: 2.006
HOMO-LUMO gap (alpha / beta) (hartree): 0.260 / 0.264
Charge: -1
Total energy (eV): -200118.6739
Multiplicity: 3


2.
Here is a structure of composition C30H53FO12S6 in a non-equilibrium geometry from the Open Molecules 2025 dataset. Energies are from ωB97M-V/def2-TZVPD.

Last column: Mulliken charge in e.
Element x y z (Å)
F (7.293, -10.643, 15.804)  -0.31
C (7.077, -11.796, 16.424)  0.89
C (6.138, -12.533, 15.708)  -0.97
C (5.820, -13.760, 16.296)  -0.18
C (6.443, -14.149, 17.566)  -1.23
C (7.245, -13.311, 18.209)  0.54
C (7.661, -12.054, 17.585)  -1.41
H (5.683, -12.145, 14.837)  0.73
H (5.161, -14.476, 15.808)  0.58
H (6.371, -15.035, 17.910)  1.32
H (7.789, -13.685, 19.198)  -0.34
H (8.180, -11.204, 17.999)  0.44
C (8.493, -12.288, 21.772)  -0.02
C (8.517, -10.907, 22.358)  -1.03
C (9.472, -10.194, 21.567)  -0.74
S (10.684, -11.293, 20.960)  1.16
O (11.975, -11.141, 21.572)  -0.73
O (10.655, -11.334, 19.553)  -0.61
C (9.918, -12.721, 21.592)  -0.61
H (8.151, -12.213, 20.564)  -0.28
H (7.914, -13.128, 22.105)  0.56
H (8.680, -10.989, 23.386)  0.50
H (7.489, -10.693, 22.016)  0.28
H (9.877, -9.298, 22.112)  0.47
H (9.033, -9.426, 20.798)  0.34
H (10.321, -12.969, 22.557)  0.40
H (10.089, -13.459, 20.750)  0.17
C (2.820, -17.050, 14.951)  -0.56
C (1.659, -16.548, 15.892)  -0.96
C (2.174, -16.458, 17.166)  -0.40
S (3.104, -17.965, 17.438)  1.01
O (2.220, -18.907, 18.002)  -0.71
O (4.182, -17.549, 18.184)  -0.48
C (3.458, -18.211, 15.678)  -0.89
H (3.494, -16.225, 14.742)  0.14
H (2.513, -17.429, 14.061)  0.45
H (0.891, -17.183, 15.885)  0.53
H (1.301, -15.546, 15.492)  0.21
H (1.267, -16.408, 17.798)  0.25
H (2.841, -15.722, 17.338)  0.48
H (2.999, -19.248, 15.427)  0.31
H (4.434, -18.299, 15.628)  0.59
C (7.811, -17.872, 19.815)  -0.25
C (8.690, -16.623, 20.012)  0.46
C (9.778, -16.972, 20.875)  -1.13
S (9.062, -18.130, 22.061)  1.12
O (8.771, -17.640, 23.365)  -0.67
O (9.921, -19.198, 21.929)  -0.66
C (7.563, -18.443, 21.248)  -0.48
H (8.435, -18.579, 19.099)  0.36
H (6.823, -17.588, 19.131)  -0.13
H (8.023, -15.803, 20.459)  -0.44
H (8.828, -16.177, 18.930)  0.38
H (10.149, -16.088, 21.070)  0.57
H (10.722, -17.397, 20.378)  0.38
H (6.571, -17.926, 21.574)  0.08
H (7.219, -19.486, 21.244)  0.47
C (1.600, -12.034, 17.221)  -0.95
C (2.396, -11.999, 15.948)  0.73
C (1.579, -11.593, 14.827)  -1.10
S (0.624, -10.271, 15.419)  1.23
O (-0.724, -10.269, 14.854)  -0.74
O (1.324, -9.059, 15.458)  -0.62
C (0.502, -10.836, 17.080)  -0.96
H (1.948, -11.846, 18.085)  0.69
H (0.957, -13.198, 17.456)  0.02
H (2.850, -13.078, 15.762)  -0.27
H (3.319, -11.188, 16.175)  0.15
H (0.922, -12.153, 14.309)  0.47
H (2.232, -11.318, 14.089)  0.37
H (-0.538, -11.345, 17.096)  0.28
H (0.535, -10.097, 17.688)  0.70
C (6.983, -8.595, 11.326)  -0.77
C (5.705, -7.964, 10.795)  -0.54
C (4.667, -8.953, 11.008)  -0.97
S (4.917, -9.424, 12.650)  1.35
O (4.647, -10.849, 12.656)  -0.70
O (4.308, -8.495, 13.491)  -0.67
C (6.631, -9.142, 12.738)  -0.56
H (7.895, -8.031, 11.376)  0.44
H (7.224, -9.367, 10.558)  0.29
H (5.672, -7.700, 9.659)  0.32
H (5.516, -6.941, 11.256)  0.24
H (4.570, -9.727, 10.410)  0.59
H (3.676, -8.484, 11.034)  0.36
H (7.236, -10.061, 12.931)  0.27
H (6.742, -8.296, 13.400)  0.39
C (2.693, -15.439, 20.700)  -0.37
C (2.589, -14.882, 22.098)  -0.42
C (3.633, -13.948, 22.358)  -1.95
S (5.069, -14.623, 21.700)  1.71
O (5.783, -15.288, 22.706)  -0.82
O (5.787, -13.673, 21.005)  -0.60
C (4.228, -15.739, 20.565)  0.00
H (2.644, -14.571, 20.058)  0.14
H (2.053, -16.176, 20.155)  0.30
H (2.244, -15.716, 22.843)  0.26
H (1.668, -14.176, 22.039)  0.29
H (3.718, -13.916, 23.289)  0.67
H (3.628, -13.258, 21.755)  0.87
H (4.445, -16.815, 21.029)  0.15
H (4.749, -15.905, 19.574)  -0.22

Results
HOMO-LUMO gap (hartree): 0.348
Charge: 0
Total energy (eV): -124252.3889


Question: Which formula does entry 1 have?
Answer: C30H53Cl2N4O7P2SeSi2Ti